CHClO3S | ωB97M-V/def2-TZVPD

Lowest unoccupied orbital energy (alpha / beta) = -0.0956 / -0.0954 Ha
Spin multiplicity = 1
Charge = 0

Geometry as XYZ:
```
7
Properties=species:S:1:pos:R:3:forces:R:3:nbo_charge:R:1
C -1.8615 0.5305 0.3635 0.089 0.327 -0.283 1.028
O -1.7445 1.4690 1.0114 -0.404 1.007 1.024 -0.510
O -1.9399 -0.3807 -0.3307 -0.567 -1.063 -0.589 -0.522
O 0.6277 0.7249 0.1410 1.041 1.074 -0.343 -0.732
S 2.6914 -2.6835 -0.7551 -0.061 0.129 0.048 -0.069
Cl 0.8577 -0.9004 -0.1558 0.686 -0.574 -0.235 0.305
H 1.3692 1.2402 -0.2743 -0.785 -0.900 0.377 0.500
```
Positions in Å, forces in eV/Å.

=====

C25H44OP2Re | ωB97M-V/def2-TZVPD

Lowest unoccupied orbital energy (alpha / beta) = -0.2860 / -0.3005 Ha
Spin multiplicity = 4
<S²> = 3.78
Charge = +2

Geometry as XYZ:
```
73
Properties=species:S:1:pos:R:3:forces:R:3:lowdin_spin:R:1
Re -0.5546 0.1616 -1.4711 0.598 2.435 2.615 1.320
C -1.1674 -1.4040 -0.1852 0.757 -0.774 0.642 -0.001
C 0.1726 -1.7525 -0.6618 0.149 -1.351 1.081 0.069
C 0.4448 -0.1584 0.9734 -0.840 1.171 -0.226 0.058
C -0.9764 -0.2921 0.7145 0.027 -0.590 0.752 0.023
C 1.1363 -1.0608 0.1668 -0.238 -0.467 -1.244 0.052
C -2.3352 -2.3527 -0.1009 -0.371 0.168 -0.037 -0.001
H -2.1039 -3.3153 -0.5599 -0.050 0.168 -0.035 0.000
H -3.2437 -1.9392 -0.5493 0.025 -0.216 0.110 -0.001
H -2.5695 -2.5679 0.9521 0.177 0.135 -0.259 -0.001
C -2.0800 0.2163 1.6052 -0.299 0.101 -0.111 0.008
H -2.7366 -0.6294 1.8508 0.147 0.253 0.039 0.001
H -2.7250 0.9908 1.1538 0.359 -0.268 0.162 0.002
H -1.6678 0.6038 2.5448 -0.176 -0.029 -0.261 0.000
C 1.1195 0.7599 1.9374 0.127 0.277 0.308 0.011
H 2.0301 0.2937 2.3431 -0.375 0.036 -0.103 0.002
H 0.4540 1.0249 2.7731 0.297 -0.087 -0.270 0.001
H 1.4534 1.7022 1.4647 -0.125 -0.558 0.150 0.005
C 2.6081 -1.2614 0.2080 0.057 -0.137 -0.103 0.007
H 2.9190 -1.5947 1.2000 -0.179 -0.178 0.082 0.003
H 3.1699 -0.3278 0.0436 -0.338 -0.387 0.190 0.001
H 2.9262 -2.0013 -0.5182 0.090 -0.129 -0.056 0.000
C 0.5107 -2.9777 -1.4551 0.374 -0.243 -0.221 0.026
H 1.0795 -3.6737 -0.8177 -0.193 0.146 -0.203 0.007
H 1.1513 -2.7548 -2.3258 -0.265 -0.095 0.264 0.003
H -0.3799 -3.5108 -1.8019 0.192 0.179 -0.015 0.000
C -1.0244 1.6953 -4.2458 -0.179 1.963 -0.192 0.552
C -1.8316 0.5241 -4.4957 -1.179 -1.294 -1.904 0.111
C -1.4596 -0.3459 -5.7456 -0.559 0.033 -0.117 0.002
C 0.0423 -0.4550 -6.0837 -0.628 -0.152 -0.075 0.000
C 1.0156 -0.0088 -5.0185 1.840 0.581 -1.667 -0.009
C 1.5797 1.2237 -4.8850 0.966 -1.135 -1.452 0.038
C 1.0672 2.5431 -5.3771 -0.369 -0.319 -0.033 0.027
C -0.4726 2.4715 -5.4051 0.170 0.338 -0.711 0.061
H -1.9877 0.0869 -6.6134 0.184 -0.158 0.409 0.002
H 0.2305 0.0881 -7.0335 0.031 -0.237 0.622 -0.001
H -1.8760 -1.3610 -5.6505 0.053 0.562 -0.077 0.000
H -0.7508 1.9988 -6.3599 -0.112 0.263 0.303 0.004
H -1.4451 2.3805 -3.5122 0.398 -0.538 0.122 0.027
H -2.8130 0.9821 -4.7461 -0.029 -0.344 -0.105 0.039
H -0.8920 3.4974 -5.3831 0.177 -0.541 -0.124 0.009
H 1.3943 3.3387 -4.7025 -0.016 -0.055 -0.059 0.001
H 2.6510 1.2344 -4.6355 -0.687 -0.036 0.629 0.001
H 1.4946 2.7922 -6.3734 -0.269 -0.197 0.508 0.001
H 0.2572 -1.5236 -6.2922 -0.024 0.677 0.047 0.000
H 1.6461 -0.8647 -4.7353 -0.099 0.467 0.346 0.001
P -2.2557 -0.3960 -2.9902 0.275 0.561 -0.479 0.081
C -3.6860 0.5455 -2.4080 -0.432 -0.384 0.339 0.029
C -2.5906 -2.1086 -3.4169 -0.321 -0.589 0.179 0.012
P 2.8612 1.2089 -1.5162 -1.256 0.005 -0.589 0.029
C 1.2342 0.5490 -2.2003 1.797 -0.221 0.101 0.070
C 3.9101 0.1885 -2.6667 0.527 0.154 0.081 0.000
C 2.5753 2.8933 -2.1841 0.614 0.321 -0.044 0.005
H -3.3742 1.5582 -2.1178 0.028 -0.292 -0.211 0.003
H -4.1229 0.0534 -1.5356 -0.165 0.119 -0.076 0.000
H -4.4175 0.6062 -3.2191 -0.077 -0.046 0.198 0.006
H -1.8081 -2.4688 -4.1062 -0.387 0.179 0.335 0.000
H -3.5887 -2.2005 -3.8773 0.419 -0.027 0.024 0.001
H -2.5580 -2.7397 -2.5175 -0.146 0.296 -0.405 0.000
H 2.9202 2.9588 -3.2174 -0.036 0.259 0.137 0.000
H 3.1255 3.5963 -1.5533 -0.031 0.067 -0.279 0.002
H 1.5055 3.1509 -2.1336 0.388 -0.092 0.039 0.000
H 0.8234 1.3511 -2.8527 -0.389 -0.407 0.269 0.018
H 1.4821 -0.3429 -2.7960 -0.283 0.210 0.320 0.038
H 4.7905 -0.1813 -2.1273 -0.106 0.204 -0.140 0.000
H 4.2453 0.7597 -3.5374 0.078 -0.099 0.190 0.000
H 3.3607 -0.6933 -3.0225 0.174 0.293 0.122 0.001
C -0.6086 2.9283 0.4797 0.060 0.421 0.506 0.006
C -0.8736 2.2316 -0.8184 -1.106 1.815 -1.519 0.070
O -1.3574 2.9633 -1.6970 0.677 -1.647 1.363 0.171
H -0.8412 2.3322 1.3449 0.108 -0.215 0.208 -0.001
H -1.2214 3.8349 0.5345 0.108 -0.164 -0.243 0.000
H 0.4366 3.2538 0.5538 -0.116 -0.156 -0.150 -0.001
```
Positions in Å, forces in eV/Å.

=====

C4H13O4 | ωB97M-V/def2-TZVPD

Lowest unoccupied orbital energy = 0.1486 Ha
Spin multiplicity = 1
Charge = -1

Geometry as XYZ:
```
21
Properties=species:S:1:pos:R:3:forces:R:3:nbo_charge:R:1
C 1.6682 -1.3362 0.5816 1.647 -0.342 0.617 -0.029
O 1.3213 -1.4950 -0.7454 0.643 -0.684 0.830 -0.783
C 1.5398 0.0285 1.3934 -0.545 -1.509 0.554 -0.424
C 0.8557 1.2360 0.7780 -0.150 -0.381 -1.218 -0.470
C -0.6986 1.3087 0.8229 -0.157 0.605 1.343 -0.025
O -1.3118 1.1336 -0.3965 0.565 0.189 -0.396 -0.865
H 2.7624 -1.5894 0.6921 -0.504 0.179 -0.288 0.113
H 1.2316 -2.1463 1.1827 -0.539 0.158 0.030 0.122
H 2.5516 0.2168 1.7644 -0.096 0.485 -0.242 0.187
H 0.9929 -0.3132 2.2881 -0.005 0.488 0.025 0.182
H 0.9935 1.1340 -0.3020 0.691 0.531 0.125 0.239
H 1.3520 2.1584 1.0939 -0.239 -0.029 0.075 0.190
H -1.0607 0.6212 1.6275 0.050 -0.248 -0.431 0.109
H -1.0075 2.2916 1.2449 0.260 -0.038 -0.150 0.124
H -0.5301 0.7229 -1.2073 -0.795 -0.106 -0.012 0.487
H -2.5525 -0.1947 -0.6788 -0.244 -0.002 0.930 0.506
H -2.2924 -1.0863 0.4786 0.433 -0.191 0.390 0.458
O -3.0247 -0.7991 -0.0550 -0.564 -0.126 -0.952 -0.986
H 0.8360 -0.7411 -1.1930 -0.226 -0.025 -0.364 0.497
H -0.3204 -0.0492 -2.8099 0.116 -0.053 0.337 0.459
O 0.1657 0.1478 -2.0011 -0.340 1.097 -1.204 -1.092
```
Positions in Å, forces in eV/Å.

=====

C5H10N5 | ωB97M-V/def2-TZVPD

Lowest unoccupied orbital energy (alpha / beta) = -0.0975 / -0.2999 Ha
Spin multiplicity = 3
<S²> = 2.01
Charge = +1

Geometry as XYZ:
```
20
Properties=species:S:1:pos:R:3:forces:R:3:lowdin_spin:R:1
C -1.0242 -1.7293 0.8195 -2.963 -5.192 3.144 0.496
C -0.5634 -0.9073 -1.3345 -0.684 -10.543 -0.428 0.139
C 2.1078 1.6358 0.3336 3.002 0.417 0.337 0.022
C 1.3819 0.6622 0.7331 -2.586 -2.299 0.655 0.079
C -0.2338 0.5519 0.3941 0.723 -2.542 0.791 0.062
N -0.4575 0.2594 -0.9901 0.970 6.046 2.322 0.296
N -0.6121 -2.0836 -0.4131 1.180 4.857 -1.835 0.102
N -0.8012 -0.5443 1.3265 2.761 2.685 -2.041 0.294
N -0.5986 -1.4254 -2.5629 0.191 0.565 -3.034 0.223
N -0.9270 1.6319 0.7954 0.906 2.867 1.318 0.209
H -1.6393 -2.4270 1.4969 1.281 0.905 -1.506 0.034
H 3.1704 1.6899 0.6338 -0.691 -0.099 -0.078 0.005
H 1.8168 2.3425 -0.3481 -0.931 1.860 -1.400 0.002
H 1.7996 -0.1503 1.3419 -0.715 0.191 -0.220 0.007
H -1.0196 -2.8653 -0.8195 -0.780 -1.604 -0.460 0.000
H -1.2441 -0.2590 2.1407 -0.810 0.771 1.257 0.006
H -0.4328 -0.9184 -3.4629 -0.157 -0.154 1.518 0.006
H -0.7407 -2.4352 -2.7245 0.260 1.034 0.445 0.005
H -0.4693 2.2569 1.4235 0.327 0.356 0.326 0.007
H -1.7777 1.9925 0.4729 -1.285 -0.122 -1.110 0.006
```
Positions in Å, forces in eV/Å.

=====

C10H9BrFGdNO5 | ωB97M-V/def2-TZVPD

Lowest unoccupied orbital energy (alpha / beta) = -0.4671 / -0.5560 Ha
Spin multiplicity = 8
<S²> = 16.79
Charge = +3

Geometry as XYZ:
```
28
Properties=species:S:1:pos:R:3:forces:R:3:lowdin_spin:R:1
C 1.6600 -0.9425 1.6390 -0.259 0.145 -0.016 -0.023
C 0.3595 -1.1894 2.0390 -0.525 -0.497 0.259 -0.009
C -0.9148 -1.2926 1.0932 1.214 0.780 -2.045 -0.041
C -0.3656 -2.3110 -0.0621 -0.688 0.897 0.114 -0.019
O -0.5619 -3.5473 0.0148 1.205 2.284 0.065 -0.103
O 0.2564 -1.5854 -1.0528 -0.791 -1.557 2.065 -0.003
C -0.5658 -0.4093 -1.2407 -1.859 -0.425 -1.120 -0.001
Br -2.0502 -1.1733 -2.3773 0.365 0.191 0.071 0.011
C -0.0716 0.7719 -2.1471 2.032 0.722 -1.184 0.000
O -0.8368 1.6330 -2.4321 -1.006 0.029 1.129 0.003
N 1.2584 0.8656 -2.7035 -0.017 -1.736 2.760 0.001
C 1.9132 2.0854 -2.2889 0.367 -0.513 -0.359 0.000
O 1.7688 3.0806 -2.8495 -0.152 1.512 -0.305 0.001
F 2.7265 1.9969 -1.1732 -0.898 -0.886 -0.712 0.000
C -1.3036 -0.0943 0.1275 -0.655 0.347 0.150 0.017
C -1.3954 1.3873 0.6781 -0.896 -0.192 -0.642 0.103
C -0.0446 1.9848 1.2359 -0.381 0.030 0.382 0.123
O 0.5917 2.8473 0.7248 -0.418 -0.516 0.161 0.610
H 1.9684 -0.0720 0.9934 -0.457 -1.628 -0.448 -0.002
H 2.5046 -1.6133 1.9583 -0.668 1.516 0.822 0.000
H 0.1922 -1.3767 3.1420 0.267 -0.919 -1.160 -0.009
H -1.8979 -1.7100 1.4875 1.299 0.623 0.165 -0.028
H 1.8181 0.0285 -2.5114 0.048 0.311 -0.099 0.000
H -2.3756 -0.3099 -0.1529 0.912 0.607 0.568 0.010
H -1.7869 2.0913 -0.1148 0.707 -0.773 0.576 0.002
H -2.1821 1.3969 1.4894 1.191 0.101 -0.382 0.001
H 0.3212 1.5720 2.2388 -0.103 0.267 -0.578 0.079
Gd -0.9861 -4.1145 2.2444 0.167 -0.720 -0.239 6.277
```
Positions in Å, forces in eV/Å.

=====

C31H75NO15 | ωB97M-V/def2-TZVPD

Lowest unoccupied orbital energy = 0.0195 Ha
Spin multiplicity = 1
Charge = 0

Geometry as XYZ:
```
122
Properties=species:S:1:pos:R:3:forces:R:3:mulliken_charge:R:1
C 4.4900 5.2427 -4.3010 0.608 -0.084 0.466 -0.927
C 4.7919 5.3111 -2.6676 1.448 0.818 -1.631 -0.253
N 3.6753 4.6902 -1.8580 -1.026 1.269 0.692 -0.263
C 2.4146 5.5261 -1.8504 -0.172 7.145 -0.272 0.306
O 2.5102 6.8745 -2.0189 -0.774 -8.645 0.893 -0.529
O 1.0402 5.0186 -1.6167 4.028 -0.247 -1.430 -0.230
C 0.7831 3.7774 -2.3632 -0.461 -2.175 0.165 -0.274
C -0.8181 3.3120 -2.2454 0.600 0.199 -0.779 -0.312
C -1.8339 4.2816 -3.1068 0.054 -0.455 -0.155 -0.306
O -2.3847 5.4180 -2.3526 -1.010 -0.760 -1.362 -0.306
C -3.5781 5.9910 -2.9940 -1.446 0.434 -0.600 -0.623
H 3.7123 6.0534 -4.6515 1.467 -1.800 0.804 0.244
H 4.1681 4.1433 -4.5706 0.407 2.273 0.506 0.223
H 5.5104 5.4383 -4.8658 -2.115 -0.288 1.196 0.345
H 5.8083 4.7016 -2.5218 -2.530 0.984 0.033 0.367
H 5.0585 6.4234 -2.3571 -0.854 -2.247 -0.610 0.194
H 4.0468 4.6328 -0.8658 -1.092 -0.101 -1.407 0.293
H 1.1182 3.9052 -3.4775 -0.833 -0.174 2.000 0.252
H 1.4118 2.8758 -1.8996 -1.227 2.050 -0.969 0.135
H -0.8716 2.2417 -2.7696 0.224 2.320 1.111 0.189
H -1.1355 3.1384 -1.1317 0.601 0.617 -2.147 0.188
H -2.7416 3.5965 -3.4544 1.927 1.461 0.469 0.333
H -1.2301 4.7323 -4.0184 -1.273 -1.168 1.550 0.188
H -4.4520 6.1835 -2.2055 2.150 -0.561 -1.428 0.217
H -3.3932 7.0319 -3.5208 0.083 -2.079 1.125 0.238
H -4.0538 5.2951 -3.8352 1.192 1.208 1.822 0.269
C -0.3000 0.3477 0.8313 -0.139 0.211 -0.048 -0.753
O -0.0987 0.3118 -0.5760 0.411 -0.216 0.185 -0.052
C 1.2523 -0.0106 -0.9242 -0.518 -0.256 -0.428 -0.420
C 1.3962 -1.4912 -1.2929 0.295 0.059 0.654 -0.738
O 1.1409 -2.3364 -0.1664 -0.169 0.400 -0.376 -0.370
C -0.1782 -2.8731 -0.1795 0.021 -0.233 0.069 -0.318
H -1.3747 0.2898 1.0262 0.103 0.009 -0.119 -0.118
H 0.1934 -0.4802 1.3449 -0.007 -0.036 -0.073 0.470
H 0.0739 1.2981 1.2294 0.016 -0.037 0.107 0.424
H 1.9381 0.2673 -0.1169 -0.042 -0.120 0.013 0.387
H 1.5068 0.5933 -1.8030 0.021 -0.055 0.033 0.274
H 2.4325 -1.6752 -1.5997 -0.055 0.050 -0.010 0.426
H 0.7464 -1.7572 -2.1333 -0.057 0.096 0.077 0.330
H -0.2238 -3.7150 -0.8753 -0.119 -0.015 -0.072 0.048
H -0.9254 -2.1272 -0.4615 0.066 0.030 0.009 0.210
H -0.4116 -3.2343 0.8240 0.125 0.063 -0.026 0.239
C -6.3000 1.5906 1.6741 -0.154 0.241 -0.072 -0.728
O -6.0987 1.5547 0.2669 0.433 -0.291 0.233 -0.409
C -4.7477 1.2323 -0.0814 -0.533 -0.216 -0.463 -0.268
C -4.6038 -0.2483 -0.4501 0.346 0.156 0.597 -0.421
O -4.8591 -1.0936 0.6764 -0.327 0.265 -0.308 -0.273
C -6.1782 -1.6302 0.6633 0.165 -0.059 0.085 -0.848
H -7.3747 1.5326 1.8691 0.135 0.029 -0.125 0.263
H -5.8066 0.7627 2.1877 0.021 -0.015 -0.074 0.297
H -5.9261 2.5410 2.0722 0.009 -0.075 0.100 0.322
H -4.0619 1.5101 0.7259 -0.032 -0.119 0.010 0.273
H -4.4932 1.8362 -0.9602 0.020 -0.040 0.065 0.279
H -3.5675 -0.4323 -0.7569 -0.048 0.039 -0.011 0.204
H -5.2536 -0.5143 -1.2904 -0.050 0.105 0.082 0.378
H -6.2238 -2.4721 -0.0324 -0.109 -0.037 -0.045 0.316
H -6.9254 -0.8843 0.3814 0.080 0.019 -0.008 0.355
H -6.4116 -1.9914 1.6669 0.128 0.015 -0.063 0.250
C 3.3021 8.6234 0.5997 -0.237 -0.079 0.088 -0.735
O 3.9803 8.9184 1.8143 0.559 -0.127 -0.232 -0.408
C 5.3092 8.3857 1.8386 -0.260 0.678 0.377 -0.363
C 6.3477 9.4586 1.4930 -0.046 -0.486 -0.542 -0.467
O 6.2030 9.9085 0.1420 -0.251 0.108 0.474 -0.378
C 5.4902 11.1382 0.0537 0.104 -0.088 -0.124 -0.755
H 2.4435 9.2956 0.5135 0.129 -0.105 0.096 0.324
H 3.9394 8.7564 -0.2772 -0.002 -0.025 0.063 0.352
H 2.9332 7.5916 0.6289 0.008 0.063 -0.152 0.260
H 5.3930 7.5210 1.1719 0.040 0.111 -0.087 0.195
H 5.4940 8.0392 2.8621 0.024 0.011 -0.065 0.384
H 7.3472 9.0158 1.5751 -0.061 0.024 0.022 0.364
H 6.2968 10.3012 2.1905 -0.130 -0.072 -0.017 0.319
H 6.1580 11.9670 0.3030 -0.038 0.113 0.041 0.319
H 4.6203 11.1605 0.7148 0.055 -0.066 -0.001 0.328
H 5.1461 11.2622 -0.9750 0.108 -0.085 0.059 0.260
C -0.7314 -1.7416 7.3323 0.020 0.167 0.228 -0.672
O -0.0249 -0.6539 6.7491 0.101 -0.449 -0.328 -0.380
C 1.0003 -1.0906 5.8499 -0.331 0.632 -0.127 -0.764
C 0.5336 -1.0167 4.3920 0.090 -0.694 0.204 -0.323
O -0.5336 -1.9362 4.1386 0.032 0.481 0.218 -0.313
C -1.8099 -1.3048 4.1611 0.043 -0.152 -0.075 -0.513
H -1.6681 -1.3595 7.7481 0.170 0.041 -0.068 0.244
H -0.9644 -2.5246 6.6075 0.041 0.054 -0.042 0.273
H -0.1371 -2.1666 8.1494 -0.070 -0.099 -0.031 0.325
H 1.3398 -2.0991 6.1087 -0.101 0.004 -0.104 0.362
H 1.8483 -0.4079 5.9790 -0.047 -0.062 -0.025 0.391
H 1.3671 -1.3109 3.7435 -0.031 0.034 0.043 0.375
H 0.2410 0.0027 4.1188 -0.029 -0.012 0.139 0.341
H -1.9772 -0.7840 3.2147 -0.109 0.078 -0.012 0.078
H -1.9065 -0.5968 4.9879 0.077 -0.028 -0.012 0.357
H -2.5728 -2.0772 4.2762 0.130 -0.002 -0.076 0.250
C -0.8285 -6.6334 -2.8548 -0.196 0.129 0.172 -0.489
O 0.0930 -5.5581 -2.7248 0.312 -0.415 -0.124 -0.311
C 1.4344 -6.0134 -2.5162 -0.064 0.631 -0.337 -0.323
C 2.2418 -5.9890 -3.8186 -0.122 -0.680 0.218 -0.671
O 1.7255 -6.9254 -4.7700 -0.180 0.505 0.147 -0.390
C 0.8915 -6.3050 -5.7434 0.107 -0.172 0.008 -0.711
H -1.7458 -6.2469 -3.3082 0.156 0.039 0.091 0.308
H -0.4425 -7.4406 -3.4809 0.070 0.060 -0.007 0.394
H -1.0720 -7.0275 -1.8613 -0.043 -0.080 -0.050 -0.084
H 1.4399 -7.0102 -2.0629 0.005 -0.005 -0.140 0.291
H 1.8987 -5.3194 -1.8057 -0.008 -0.045 -0.027 0.397
H 3.2707 -6.2957 -3.5971 -0.073 0.045 0.006 0.392
H 2.2779 -4.9813 -4.2458 -0.118 -0.021 0.074 0.324
H 1.5121 -5.8154 -6.4985 -0.049 0.093 -0.073 0.326
H 0.2125 -5.5725 -5.2999 0.056 -0.029 0.045 0.293
H 0.2950 -7.0803 -6.2284 0.130 -0.009 0.067 0.253
C -1.0040 -7.1835 1.6335 -0.076 0.256 -0.097 -0.588
O -2.0979 -7.7321 0.9091 0.334 -0.440 0.057 -0.360
C -1.7866 -9.0070 0.3365 -0.685 0.139 0.222 -0.316
C -2.3304 -10.1535 1.1961 0.710 0.004 0.029 -0.738
O -1.6812 -10.2030 2.4707 -0.397 0.330 -0.209 -0.379
C -2.4578 -9.5957 3.4984 0.141 -0.129 0.001 -0.726
H -1.3855 -6.3917 2.2845 -0.025 -0.104 -0.152 0.221
H -0.4960 -7.9283 2.2499 -0.058 -0.042 -0.042 0.337
H -0.2872 -6.7407 0.9322 0.087 -0.007 0.085 0.202
H -0.7081 -9.1072 0.1751 -0.033 -0.057 0.120 0.321
H -2.2771 -9.0437 -0.6433 0.036 -0.031 0.053 0.364
H -2.1121 -11.1019 0.6913 -0.029 0.077 0.011 0.403
H -3.4165 -10.0807 1.3160 0.067 0.130 -0.021 0.354
H -3.2402 -10.2869 3.8226 -0.102 0.044 0.059 0.326
H -2.9135 -8.6573 3.1728 0.035 -0.047 -0.052 0.314
H -1.8018 -9.3861 4.3456 0.013 -0.100 -0.108 0.248
```
Positions in Å, forces in eV/Å.

=====

> Which of these has the highest charge?

C10H9BrFGdNO5

=====

> Number 4 is which compound?

C5H10N5